[1]
ORCA calculation (the ωB97M-V functional and the def2-TZVPD basis) on C4H6N2O as an isolated structure at a distorted geometry.

## Properties
HOMO-LUMO gap   0.3003 Ha
E_HOMO   -8.6 eV
Total charge   0
Total energy   -9268.3751 eV

Last column: Mulliken charge in e.
Cartesian coordinates (Å):
C (-0.57, -1.17, 1.06)  -1.0080
C (-0.45, -0.60, -0.33)  0.8092
C (1.57, 0.10, -0.71)  0.1180
C (0.02, 1.23, 0.01)  -0.3438
N (1.40, -1.08, -0.74)  -0.4821
N (-0.63, 2.06, -0.69)  -0.6231
O (-1.17, -0.68, -1.27)  -0.5319
H (-1.01, 1.61, -1.53)  0.3081
H (2.23, 0.93, -0.92)  0.3665
H (0.42, 1.56, 0.98)  0.4129
H (0.31, -0.95, 1.66)  0.3168
H (-0.67, -2.25, 0.96)  0.3319
H (-1.46, -0.75, 1.52)  0.3257

=====

[2]
ORCA calculation (the ωB97M-V functional and the def2-TZVPD basis) on a 2-piece molecular cluster, C4H7N overall at a distorted geometry.

## Properties
HOMO-LUMO gap (spin up / spin down)   0.2163 / 0.3603 Ha
E_HOMO (spin up / spin down)   -5.2 / -11.5 eV
Total charge   0
2S+1   3
Expectation value of S²   2.0050
Total energy   -5745.1449 eV

Last column: Mulliken charge in e.
Cartesian coordinates (Å):
C (0.97, -0.30, -1.40)  0.3620
C (-2.14, 0.94, 0.93)  -0.6657
C (-1.27, 1.05, 1.93)  -0.6003
C (2.02, -1.23, -1.38)  -0.7412
N (0.14, 0.51, -1.29)  -0.4098
H (-3.04, 0.37, 0.92)  0.3103
H (-1.70, 1.03, -0.02)  0.4111
H (-1.57, 0.89, 3.00)  0.2940
H (-0.22, 1.29, 1.61)  0.2866
H (2.63, -1.10, -0.51)  0.2656
H (2.59, -1.10, -2.42)  0.2457
H (1.58, -2.35, -1.38)  0.2417

=====

[3]
ORCA calculation (the ωB97M-V functional and the def2-TZVPD basis) on a 12-piece molecular cluster, C36H108N9O12P3S9 overall at a distorted geometry.

## Properties
HOMO-LUMO gap   0.2735 Ha
E_HOMO   -7.7 eV
Total charge   0
Total energy   -202441.8330 eV

Last column: Mulliken charge in e.
Cartesian coordinates (Å):
O (3.56, 7.09, -0.90)  -0.8734
P (3.91, 5.99, -0.01)  -0.0954
N (3.15, 6.18, 1.51)  0.6099
C (2.82, 5.10, 2.38)  -1.0181
C (2.71, 7.51, 1.89)  -1.2850
N (5.49, 5.77, 0.30)  0.3353
C (6.32, 5.05, -0.66)  -0.8777
C (6.29, 6.62, 1.21)  -0.9345
N (3.37, 4.48, -0.56)  0.9706
C (2.49, 4.33, -1.72)  -0.2520
C (3.77, 3.19, 0.07)  -1.3907
H (2.33, 4.20, 1.99)  0.1802
H (2.28, 5.42, 3.27)  0.4452
H (3.73, 4.69, 2.87)  0.2905
H (3.49, 8.00, 2.50)  0.3122
H (1.73, 7.50, 2.37)  0.4283
H (2.81, 8.23, 1.07)  0.3956
H (6.15, 5.33, -1.70)  0.3011
H (7.38, 5.15, -0.46)  0.4115
H (6.13, 3.98, -0.59)  0.1333
H (5.74, 7.57, 1.32)  0.2975
H (6.29, 6.23, 2.23)  0.2488
H (7.28, 6.89, 0.87)  0.4307
H (1.76, 3.58, -1.46)  -0.3560
H (2.16, 5.31, -2.06)  0.2023
H (3.11, 3.98, -2.56)  0.2686
H (4.51, 2.68, -0.55)  0.1976
H (2.84, 2.64, 0.15)  0.4137
H (4.14, 3.35, 1.08)  0.3434
O (1.43, 0.72, 0.17)  -0.6369
P (0.11, 0.09, 0.43)  -1.5280
N (-1.18, 0.77, -0.41)  1.6158
C (-1.22, 2.23, -0.55)  -0.9895
C (-1.84, 0.04, -1.50)  -0.4016
N (-0.23, 0.22, 2.06)  0.5885
C (0.77, 0.25, 3.07)  -0.2084
C (-1.60, 0.19, 2.57)  -0.6111
N (0.07, -1.56, 0.15)  0.8731
C (0.93, -2.13, -0.89)  -0.0595
C (-0.95, -2.47, 0.68)  1.0128
H (-1.24, 2.64, 0.46)  0.3132
H (-2.09, 2.59, -1.10)  0.2612
H (-0.34, 2.58, -1.09)  -0.2122
H (-2.25, -0.87, -1.06)  -0.1036
H (-1.19, -0.15, -2.36)  -0.0538
H (-2.68, 0.67, -1.79)  0.5076
H (1.15, 1.28, 3.16)  0.0578
H (0.37, -0.07, 4.03)  0.0771
H (1.66, -0.35, 2.85)  -0.0640
H (-1.84, -0.35, 3.49)  0.3226
H (-2.02, 1.19, 2.75)  0.3827
H (-2.24, -0.30, 1.83)  -0.1771
H (0.55, -2.06, -1.91)  -0.1187
H (1.88, -1.59, -0.85)  0.0785
H (1.16, -3.16, -0.63)  -0.1406
H (-0.75, -2.50, 1.76)  -0.1639
H (-0.93, -3.45, 0.22)  -0.6435
H (-1.96, -2.06, 0.61)  -0.3264
O (0.58, -4.80, -3.45)  -0.8408
P (0.53, -6.07, -2.71)  0.4701
N (1.93, -6.38, -1.85)  0.2980
C (2.41, -5.27, -1.03)  -1.1512
C (2.96, -7.18, -2.47)  -1.0532
N (0.16, -7.48, -3.53)  0.3876
C (-0.53, -7.44, -4.81)  -0.9398
C (0.29, -8.81, -2.94)  -1.4732
N (-0.65, -5.94, -1.49)  0.5347
C (-0.78, -6.82, -0.30)  -1.2130
C (-1.94, -5.33, -1.87)  -0.4015
H (3.39, -5.48, -0.61)  0.4859
H (1.82, -4.93, -0.18)  0.0692
H (2.58, -4.41, -1.69)  0.4294
H (2.74, -8.24, -2.55)  0.3042
H (3.89, -7.12, -1.90)  0.3671
H (3.30, -6.83, -3.45)  0.3618
H (-0.56, -8.44, -5.24)  0.3934
H (-1.48, -6.93, -4.73)  0.2267
H (0.05, -6.89, -5.56)  0.2910
H (0.88, -8.88, -2.03)  0.4999
H (-0.65, -9.33, -2.74)  0.3334
H (0.82, -9.40, -3.69)  0.4700
H (-0.86, -7.81, -0.76)  0.2673
H (0.15, -6.71, 0.25)  0.3053
H (-1.64, -6.52, 0.27)  0.4333
H (-1.98, -4.85, -2.84)  -0.1807
H (-2.06, -4.51, -1.16)  -0.0265
H (-2.77, -6.04, -1.87)  0.4097
C (0.35, 0.09, 8.23)  -0.8800
S (0.44, 1.10, 6.69)  0.6297
O (-0.85, 0.98, 5.97)  -0.5470
C (0.23, 2.62, 7.65)  -1.0702
H (1.31, 0.30, 8.70)  0.3831
H (0.22, -0.95, 7.91)  0.1588
H (-0.53, 0.40, 8.79)  0.3255
H (0.91, 2.80, 8.49)  0.3876
H (-0.78, 2.60, 8.04)  0.3210
H (0.46, 3.47, 7.01)  0.3326
C (2.22, -0.16, -5.95)  -1.0412
S (2.18, -1.09, -4.40)  0.8347
O (3.53, -1.71, -4.18)  -0.7401
C (2.01, 0.33, -3.27)  -0.7216
H (3.20, 0.12, -6.32)  0.3597
H (1.53, 0.69, -5.89)  0.3312
H (1.61, -0.67, -6.70)  0.2811
H (2.78, 1.01, -3.65)  0.5834
H (2.49, -0.09, -2.39)  -0.1255
H (1.01, 0.72, -3.09)  0.2580
C (5.79, -1.04, 0.87)  -0.6749
S (5.93, 0.27, 2.16)  0.3212
O (6.31, 1.54, 1.41)  -0.5214
C (4.11, 0.30, 2.55)  -0.8259
H (6.79, -0.96, 0.46)  0.3935
H (5.06, -0.63, 0.17)  -0.0155
H (5.45, -1.95, 1.35)  0.3724
H (4.04, 1.14, 3.25)  0.3544
H (3.83, -0.58, 3.11)  0.6389
H (3.54, 0.51, 1.65)  -0.0451
C (-5.31, 3.75, -2.50)  -0.5642
S (-4.75, 5.52, -2.29)  0.3287
O (-3.24, 5.49, -2.36)  -0.5377
C (-5.05, 5.58, -0.51)  -0.5624
H (-4.73, 3.18, -1.78)  -0.1901
H (-5.00, 3.37, -3.48)  0.4139
H (-6.38, 3.65, -2.36)  0.4175
H (-4.20, 5.16, 0.02)  -0.0212
H (-5.95, 5.11, -0.10)  0.3157
H (-5.12, 6.65, -0.26)  0.3891
C (-1.99, -2.67, -4.67)  -0.4660
S (-2.42, -1.38, -5.88)  0.3911
O (-1.19, -0.48, -5.82)  -0.5445
C (-2.05, -2.22, -7.44)  -1.0099
H (-0.98, -3.05, -4.86)  0.2090
H (-2.79, -3.40, -4.53)  0.5584
H (-1.95, -2.27, -3.65)  -0.1331
H (-2.20, -1.48, -8.22)  0.3705
H (-2.63, -3.13, -7.58)  0.3651
H (-1.00, -2.47, -7.61)  0.2887
C (0.16, -4.34, 6.21)  -1.1074
S (0.23, -3.63, 4.50)  0.7684
O (1.32, -4.49, 3.90)  -0.7266
C (-1.31, -4.39, 3.91)  -0.6867
H (-0.12, -5.38, 6.12)  0.3759
H (-0.58, -3.79, 6.80)  0.3273
H (1.12, -4.19, 6.68)  0.3467
H (-1.32, -5.41, 4.30)  0.4982
H (-1.31, -4.33, 2.83)  -0.1300
H (-2.20, -3.84, 4.20)  0.3356
C (-6.49, -2.72, 2.51)  -1.2810
S (-4.91, -1.86, 2.09)  0.8173
O (-3.99, -2.22, 3.20)  -0.5640
C (-4.57, -2.87, 0.60)  -1.2974
H (-6.68, -2.32, 3.51)  0.3953
H (-6.28, -3.78, 2.65)  0.3893
H (-7.37, -2.56, 1.88)  0.3468
H (-4.19, -3.85, 0.89)  0.6042
H (-3.96, -2.41, -0.18)  0.0722
H (-5.50, -3.01, 0.05)  0.5689
C (-0.87, 5.82, -0.03)  -0.5429
S (-1.26, 7.52, -0.54)  0.5771
O (-1.44, 8.12, 0.84)  -0.7031
C (0.39, 8.04, -1.25)  -0.6636
H (-0.28, 5.23, -0.74)  0.0416
H (-1.74, 5.25, 0.28)  0.1013
H (-0.16, 5.84, 0.81)  0.4430
H (0.25, 8.97, -1.79)  0.4708
H (0.74, 7.29, -1.96)  0.2089
H (1.18, 8.11, -0.50)  0.0193
C (-5.43, 1.52, 1.48)  -0.3383
S (-6.91, 1.44, 0.42)  0.3321
O (-7.00, 2.81, -0.17)  -0.5474
C (-6.17, 0.39, -0.90)  0.0466
H (-4.56, 1.31, 0.86)  -0.3577
H (-5.66, 0.88, 2.32)  0.3642
H (-5.43, 2.55, 1.82)  0.5058
H (-6.84, 0.16, -1.73)  0.4822
H (-5.70, -0.44, -0.37)  -0.3441
H (-5.30, 0.92, -1.29)  -0.0698